Record 1
177
Properties=species:S:1:pos:R:3:forces:R:3 method="wB97M-V/def2-TZVPD" homo_lumo_gap_ev=10.93 homo_energy_ev=-10.71 smiles="FC(F)C(F)(F)COC(F)(F)C(F)F.FC(F)C(F)(F)COC(F)(F)C(F)F.FC(F)C(F)(F)COC(F)(F)C(F)F.FC(F)C(F)(F)COC(F)(F)C(F)F.CCOS(C)(=O)=O.CCOS(C)(=O)=O.CCOS(C)(=O)=O.CCOS(C)(=O)=O.CCOS(C)(=O)=O.CCOS(C)(=O)=O.CCOS(C)(=O)=O" e_tot_ha=-9469.34570
F -0.896711 -0.982075 1.658926 -0.4 0.5 -0.6
C -2.096918 -1.617468 1.605972 0.9 -1.1 1.2
F -2.878981 -1.100451 2.585527 -0.3 0.4 -0.3
C -2.766956 -1.604488 0.224511 1.5 -1.1 -0.2
F -3.845903 -2.414870 0.261348 -1.0 1.1 0.5
F -1.924112 -2.374193 -0.551258 0.4 0.6 -0.1
C -3.041838 -0.259943 -0.418470 -0.7 0.9 -0.6
O -2.048829 0.765135 -0.347451 1.4 -0.7 0.5
C -0.956468 0.637978 -1.175284 0.3 -0.1 1.4
F -0.306531 -0.545021 -1.059201 -0.8 -0.1 -0.6
F -1.390615 0.832316 -2.437199 0.6 -0.4 -0.5
C 0.116857 1.663919 -0.799592 0.1 2.0 -0.5
F 0.415384 1.672637 0.511145 -0.4 -0.4 0.0
F 1.258759 1.443640 -1.481168 -0.1 -0.6 -0.1
H -1.840353 -2.635449 1.905910 -0.5 -0.3 -0.4
H -3.857797 0.247116 0.094739 -0.3 -0.6 -0.1
H -3.281031 -0.400912 -1.475079 -0.4 -0.3 0.2
H -0.198492 2.672283 -1.091622 -0.3 0.0 0.2
F 0.311610 0.902535 3.206570 0.3 0.4 0.3
C -0.812048 1.371097 3.778904 -1.1 -0.4 -1.0
F -0.954398 0.796900 5.003922 0.5 0.6 0.4
C -0.847641 2.932456 3.852992 0.2 -0.9 0.6
F -0.839433 3.506255 2.629335 0.3 -0.5 0.0
F 0.272940 3.359955 4.499648 -0.2 0.1 0.0
C -2.054575 3.381387 4.656284 -0.8 0.6 0.0
O -3.284210 2.720538 4.307479 -0.1 -0.6 -0.4
C -4.076364 3.236742 3.295221 1.3 -0.5 1.2
F -4.715219 4.313333 3.783601 -0.1 0.4 -0.6
F -3.297878 3.566729 2.252541 -0.6 0.6 -0.3
C -5.092788 2.180160 2.867838 -0.9 -0.8 0.1
F -5.990111 2.715909 1.998893 0.6 0.0 0.0
F -4.443208 1.148048 2.260368 0.0 0.5 0.0
H -1.669336 0.984202 3.221702 0.1 0.4 -0.4
H -2.180348 4.459434 4.545280 0.2 0.1 0.0
H -1.885522 3.148380 5.704044 0.0 -0.1 0.0
H -5.678298 1.748931 3.688902 0.4 0.3 0.1
F 1.943215 -0.652173 1.214445 0.5 0.2 -0.1
C 3.002208 -0.420010 2.024217 -0.1 -0.1 0.5
F 3.539787 -1.637501 2.327900 0.3 0.6 -0.2
C 4.038439 0.561489 1.403845 -1.1 0.2 -0.5
F 3.278866 1.571150 0.882806 0.2 0.0 0.2
F 4.699383 0.055168 0.334110 0.2 -0.4 0.3
C 5.076530 1.067625 2.400812 0.2 0.7 -0.2
O 4.617944 1.326376 3.724405 -0.8 -0.4 0.6
C 3.915889 2.490457 3.980008 0.8 -1.0 0.1
F 4.726757 3.548569 3.802037 0.0 0.3 0.1
F 2.895973 2.640826 3.110346 -0.2 0.2 0.3
C 3.331096 2.443045 5.434261 0.2 -0.6 0.3
F 4.258235 2.167360 6.392455 0.4 0.5 -0.6
F 2.813200 3.668181 5.685720 0.0 -0.4 -0.1
H 2.649125 0.052351 2.949102 -0.1 -0.3 -0.2
H 5.545776 1.993156 2.062430 -0.1 -0.1 -0.6
H 5.841159 0.292381 2.390592 0.0 0.0 0.7
H 2.615374 1.623239 5.580608 -0.4 0.5 -0.6
F -1.799065 -9.288015 0.351127 0.2 -0.3 0.1
C -2.259409 -9.476788 1.613831 -0.5 -0.9 0.1
F -2.103070 -10.782238 1.975727 0.4 0.3 -0.2
C -1.485655 -8.551994 2.552624 -1.2 1.5 0.6
F -0.221794 -8.953774 2.752059 0.1 -0.1 -0.4
F -2.099187 -8.491526 3.780338 0.1 -0.9 -0.1
C -1.560738 -7.113383 2.058621 1.3 0.9 0.1
O -2.873849 -6.589163 2.261831 -0.6 -0.2 -1.4
C -3.362258 -5.805155 1.226289 -0.3 -0.1 1.3
F -2.581872 -4.743793 1.044315 0.3 0.3 -0.3
F -3.441269 -6.482427 0.067901 0.2 -0.1 -0.2
C -4.804426 -5.431671 1.648602 0.0 -1.9 -0.9
F -4.828940 -4.747769 2.786912 -0.1 0.5 0.1
F -5.486421 -4.804851 0.657368 0.4 0.6 0.2
H -3.341703 -9.327087 1.593665 0.2 0.5 0.2
H -1.158157 -7.032894 1.047372 -0.5 0.0 -0.2
H -0.922468 -6.463224 2.660454 0.3 -0.5 0.2
H -5.274915 -6.417425 1.730070 -0.3 0.2 0.6
C -3.597005 -2.586488 -5.645160 -0.5 -0.9 -0.2
C -4.118133 -1.750504 -4.476803 0.8 0.7 -2.2
O -4.952772 -2.603033 -3.663936 0.3 0.5 -0.1
S -6.288302 -1.905745 -3.198789 -2.4 0.1 0.2
C -7.153321 -3.379139 -2.557069 1.1 0.6 0.2
O -5.995558 -0.979841 -2.131670 0.1 -0.4 -0.4
O -7.052555 -1.414341 -4.332297 1.0 -0.4 0.8
H -3.091017 -3.499823 -5.328889 0.3 0.2 0.2
H -3.016068 -2.074544 -6.411453 0.3 0.4 0.5
H -4.446584 -2.950708 -6.230049 -0.2 0.1 0.2
H -3.336003 -1.184396 -3.969254 0.1 -0.8 0.8
H -4.644395 -0.929977 -4.970926 -0.8 -0.2 0.4
H -7.611040 -3.915593 -3.381099 0.2 0.0 -0.1
H -7.884339 -3.116367 -1.796257 -0.1 0.5 -0.3
H -6.378538 -3.941720 -2.035757 -0.1 -0.3 -0.2
C 3.443797 -7.873651 0.010217 1.1 -0.1 0.6
C 2.096064 -7.227463 0.278204 -0.3 -1.4 -0.2
O 2.210178 -5.828786 -0.026654 -0.8 0.0 0.0
S 0.830836 -4.978096 -0.070282 0.9 -0.4 -0.7
C 1.526080 -3.593978 -0.895352 -0.9 1.1 0.5
O -0.050828 -5.651006 -0.999596 0.0 0.2 1.0
O 0.394591 -4.650384 1.276641 0.3 -0.4 -1.3
H 3.739745 -8.728832 0.624603 -0.6 0.3 0.7
H 4.218066 -7.121730 0.171601 0.1 -0.1 -0.2
H 3.561297 -8.343810 -0.967005 -0.3 0.7 -0.4
H 1.423324 -7.813995 -0.356211 -0.5 0.9 -0.3
H 1.653867 -7.324397 1.270727 0.7 -0.1 0.3
H 0.679813 -2.901553 -0.947890 0.1 0.1 -0.1
H 1.849060 -3.795721 -1.910441 0.1 -0.4 0.1
H 2.270185 -3.106445 -0.269451 0.2 -0.2 -0.1
C -4.592297 2.313344 -2.717423 0.9 -0.7 0.4
C -4.703412 2.414181 -4.215443 0.2 1.8 -0.3
O -3.577924 1.810310 -4.883591 0.5 -0.7 -0.4
S -3.143078 2.247685 -6.378199 -0.6 -0.4 1.4
C -2.104134 3.693425 -6.029986 -0.7 0.1 -0.1
O -2.318381 1.151533 -6.831307 -0.6 1.1 0.1
O -4.361457 2.651355 -7.032717 1.1 -0.1 -0.2
H -3.570942 2.299498 -2.323519 0.3 0.3 -0.6
H -4.948326 1.358144 -2.328545 -0.8 0.3 0.1
H -5.012155 3.229174 -2.306123 -0.6 -0.4 0.3
H -5.677200 2.108929 -4.596885 0.3 -0.6 -0.1
H -4.659004 3.483679 -4.448066 0.0 0.0 -0.1
H -2.716445 4.500474 -5.625093 -0.4 -0.2 -0.1
H -1.704442 4.068341 -6.969826 0.2 -0.3 0.0
H -1.353775 3.489515 -5.271015 0.1 -0.5 -0.3
C 2.790801 2.309007 -5.804556 -1.0 0.7 0.4
C 1.385676 1.673843 -5.822705 1.8 -0.4 -1.0
O 1.178333 0.829316 -4.692362 0.0 -1.6 0.5
S 1.344155 -0.805864 -4.812761 -0.5 0.4 -0.6
C -0.359249 -1.308749 -5.141059 -0.4 0.1 0.2
O 2.118789 -1.172329 -5.972732 -0.3 0.6 0.6
O 1.757206 -1.242498 -3.510529 -0.4 0.3 -0.6
H 2.909761 2.922371 -6.699957 0.0 -0.1 -0.1
H 3.624413 1.614902 -5.746665 -0.2 -0.2 0.1
H 2.775619 3.009515 -4.967229 0.5 -0.1 0.1
H 0.649875 2.471479 -5.788237 -0.3 -0.3 -0.1
H 1.366378 1.067346 -6.730297 -0.7 0.1 -0.1
H -0.470128 -2.386911 -5.252066 0.6 -0.1 0.3
H -0.796885 -0.915618 -6.058613 0.6 0.5 -0.1
H -0.988184 -0.971990 -4.318256 0.2 0.0 0.1
C 3.759789 3.644307 -1.826667 -1.6 -0.6 -0.9
C 4.215049 4.664718 -2.852632 0.9 -0.1 0.8
O 5.521279 5.123859 -2.379781 0.9 1.0 -1.4
S 6.196314 6.225784 -3.413691 -0.5 -1.4 1.7
C 7.913328 5.789161 -3.187486 0.1 0.9 0.1
O 5.827275 5.904335 -4.764785 0.0 0.4 0.4
O 5.902399 7.501237 -2.819042 0.5 -0.2 -0.7
H 3.134991 4.038494 -1.027116 0.6 0.4 0.3
H 4.507814 2.936652 -1.478008 0.4 0.4 0.1
H 3.039919 2.993373 -2.339203 0.0 0.0 -0.1
H 4.397836 4.235154 -3.836626 -0.3 -0.1 0.0
H 3.597243 5.559939 -2.922367 -0.4 -0.3 0.0
H 8.202015 4.913852 -3.759358 -0.3 -0.1 0.0
H 8.171904 5.703457 -2.134750 -0.3 -0.2 0.0
H 8.447765 6.667938 -3.553978 0.0 -0.1 -0.2
C -0.738240 -3.054178 4.748037 1.4 -0.2 0.7
C -0.033476 -3.352903 6.077908 -0.5 0.9 -0.1
O 1.372639 -3.237572 5.898793 1.0 0.1 -0.3
S 2.233054 -2.231576 6.800716 -1.1 -1.7 0.1
C 2.072286 -3.137564 8.400120 1.1 1.4 -0.9
O 3.564588 -2.376835 6.284044 -0.7 0.5 0.6
O 1.542895 -0.966271 6.872523 0.7 -0.5 0.1
H -0.214210 -3.525598 3.913710 -0.4 -0.7 0.1
H -0.532715 -2.003257 4.536409 -0.9 0.2 0.2
H -1.764417 -3.373038 4.919057 -0.2 0.4 -0.7
H -0.336702 -2.567255 6.777969 -0.2 -0.3 0.1
H -0.251168 -4.333885 6.506281 0.0 0.0 -0.2
H 2.597174 -2.431899 9.045288 -0.2 -0.3 0.5
H 2.644938 -4.053540 8.290023 0.0 0.0 0.0
H 1.049859 -3.310943 8.715718 -0.1 0.2 -0.2
C 5.084328 8.342144 0.404068 2.0 -0.1 1.0
C 3.702547 8.773581 0.741472 -1.1 0.0 -2.8
O 2.873901 7.673283 1.208008 0.4 -0.3 1.0
S 1.763676 7.024164 0.270328 -0.8 -1.4 0.7
C 1.679269 5.422971 1.169103 0.2 0.9 0.5
O 0.534434 7.760248 0.436821 0.8 -0.3 -0.4
O 2.262487 6.727250 -1.054229 -0.1 0.6 0.7
H 5.238110 7.431841 -0.170570 -0.5 -0.1 0.1
H 5.647626 8.294116 1.346540 -0.1 -0.7 0.1
H 5.717788 9.092111 -0.078514 -0.8 0.4 -0.5
H 3.750036 9.657842 1.372787 -0.7 -0.5 0.6
H 3.147237 9.016942 -0.171794 0.6 0.9 -0.1
H 2.720059 5.152825 1.333796 -0.1 -0.4 -0.3
H 1.074813 4.661224 0.683460 0.3 0.2 -0.6
H 1.231911 5.520426 2.159199 0.0 0.6 -0.1



Record 2
38
Properties=species:S:1:pos:R:3:forces:R:3 method="wB97M-V/def2-TZVPD" homo_lumo_gap_ev="7.04 / 6.32" homo_energy_ev="-18.56 / -18.84" multiplicity=4 s2=3.78 e_tot_ha=-1988.32280 total_charge=+3
Re -0.259966 0.104326 -0.137318 -0.2 0.6 0.5
C 2.077644 -3.591285 -0.788638 0.0 0.0 -0.1
C 1.037384 -2.562713 -0.537646 -0.1 -0.2 0.0
N 1.268928 -1.285923 -0.600381 0.1 0.0 0.0
N 2.498846 -0.823821 -1.030078 -0.1 0.0 0.1
C 2.507285 0.360662 -1.663703 -0.1 0.0 0.0
N 3.600915 0.838808 -2.185189 0.1 0.1 -0.1
S 1.012433 1.239768 -1.792503 0.1 -0.1 -0.1
C -0.383699 -2.873489 -0.312365 0.1 0.2 0.0
C -0.911503 -4.138430 -0.300176 -0.1 -0.2 0.0
C -2.302212 -4.300490 -0.252437 0.0 0.0 0.0
C -3.113227 -3.183645 -0.228543 0.0 0.0 0.0
C -2.524086 -1.927012 -0.204940 0.1 0.0 0.0
N -1.191720 -1.772905 -0.236742 -0.1 0.1 0.0
H 2.992038 -3.397763 -0.222256 0.0 0.0 0.0
H 2.324435 -3.604045 -1.858800 0.0 0.0 0.1
H 1.741774 -4.586824 -0.517441 0.0 0.0 0.0
H 3.306408 -1.432030 -0.973185 0.0 0.0 0.0
H 4.488227 0.348382 -2.175041 0.0 0.0 0.0
H 3.595572 1.746700 -2.636397 0.0 0.0 0.0
H -0.268184 -5.005338 -0.353999 0.0 0.0 0.0
H -2.732444 -5.294547 -0.249915 0.0 0.0 0.0
H -4.192383 -3.265411 -0.221856 0.0 0.0 0.0
H -3.126565 -1.028693 -0.158201 0.0 0.0 0.0
F -1.475230 4.418143 2.676155 0.1 0.1 0.0
C -2.640023 3.781313 2.556554 -0.1 0.0 0.1
F -3.461825 4.178557 3.510124 0.0 0.0 0.0
F -3.159455 4.087321 1.365877 -0.1 0.0 -0.1
C -2.404628 2.282155 2.631663 -0.1 0.0 0.1
C -2.914405 1.496801 3.658215 0.0 0.0 0.0
C -2.657116 0.126398 3.683599 -0.1 0.1 0.1
C -1.905827 -0.436660 2.682455 0.2 -0.1 -0.1
N -1.406533 0.329735 1.689733 0.2 -0.1 -0.4
C -1.643041 1.655466 1.674213 0.0 -0.1 0.1
S -0.806979 2.341684 0.277980 0.0 -0.4 -0.1
H -3.509030 1.959892 4.437264 0.0 0.0 0.0
H -3.037199 -0.498292 4.480269 0.0 0.0 0.0
H -1.674072 -1.494336 2.670840 0.0 0.0 -0.1



Record 3
17
Properties=species:S:1:pos:R:3:forces:R:3 method="wB97M-V/def2-TZVPD" homo_lumo_gap_ev=10.83 homo_energy_ev=-14.02 smiles=NC[C@@H]([NH3+])CO e_tot_ha=-305.41022 total_charge=+1
N 0.101537 -1.838188 -0.689241 -0.6 0.0 -0.8
C 0.976199 -1.061471 0.131832 0.0 0.1 0.5
C 0.386354 0.331427 0.343089 0.5 0.4 -0.1
N 0.382546 1.004621 -1.021995 -0.8 -0.5 0.1
C -1.047183 0.423682 0.868233 0.4 0.4 0.3
O -1.564300 1.703664 0.541874 0.0 0.1 0.1
H 0.561102 -2.546576 -1.238903 0.0 -0.1 0.1
H -0.735919 -2.206508 -0.255042 0.3 -0.1 0.1
H 1.898378 -0.925114 -0.429930 0.3 -0.1 0.2
H 1.242921 -1.493338 1.101902 -0.1 0.0 0.0
H 1.057149 0.931343 0.970779 -0.2 -0.1 -0.1
H 1.140932 1.670784 -1.130309 0.1 -0.1 -0.3
H -0.515752 1.494688 -1.122584 0.2 0.4 0.1
H 0.374319 0.246068 -1.713595 0.3 0.1 -0.2
H -1.020693 0.273236 1.947959 -0.2 -0.2 -0.1
H -1.697560 -0.287268 0.383462 -0.1 -0.4 0.0
H -1.540030 2.278951 1.312470 -0.1 0.1 0.0